No. 1
C22H45NO3 | ωB97M-V/def2-TZVPD

Properties
**Total charge**: 0
**SMILES**: CCCCO[C@]1(CCN)C[C@@H](CCCCCCCCCCCOC)CO1
**Energy**: -31175.9403 eV

Element x y z (Å)
C1 -6.997 -0.880 0.276
C2 -5.546 -0.573 -0.129
C3 -4.642 -0.330 1.083
C4 -4.345 -1.601 1.858
O1 -3.529 -2.451 1.063
C5 -2.564 -3.192 1.774
C6 -3.188 -4.201 2.724
C7 -4.223 -5.101 2.027
N1 -3.833 -6.511 2.152
C8 -1.456 -2.318 2.343
C9 -0.753 -1.882 1.064
C10 0.602 -1.172 1.218
C11 0.679 0.107 0.381
C12 2.088 0.682 0.237
C13 2.474 1.628 1.371
C14 3.961 2.029 1.351
C15 4.392 2.777 0.092
C16 3.831 4.197 -0.014
C17 4.098 4.844 -1.384
C18 2.919 4.735 -2.364
C19 2.822 3.436 -3.170
C20 4.134 2.929 -3.748
O2 3.866 2.295 -4.981
C21 4.956 1.569 -5.501
C22 -0.705 -3.232 0.353
O3 -1.865 -3.954 0.778
H1 -7.118 -1.949 0.450
H2 -7.702 -0.608 -0.506
H3 -7.253 -0.355 1.195
H4 -5.152 -1.432 -0.673
H5 -5.499 0.294 -0.785
H6 -3.695 0.101 0.748
H7 -5.094 0.406 1.752
H8 -5.278 -2.122 2.095
H9 -3.867 -1.349 2.807
H10 -3.656 -3.702 3.571
H11 -2.375 -4.837 3.065
H12 -5.206 -4.977 2.479
H13 -4.318 -4.801 0.981
H14 -2.934 -6.638 1.704
H15 -4.486 -7.088 1.639
H16 -0.805 -2.959 2.942
H17 -1.768 -1.504 2.997
H18 -1.426 -1.191 0.556
H19 0.735 -0.900 2.267
H20 1.416 -1.841 0.935
H21 0.259 -0.083 -0.610
H22 0.037 0.865 0.839
H23 2.834 -0.110 0.135
H24 2.127 1.250 -0.697
H25 1.880 2.540 1.289
H26 2.279 1.163 2.339
H27 4.559 1.119 1.434
H28 4.157 2.664 2.216
H29 4.158 2.213 -0.812
H30 5.482 2.869 0.110
H31 4.328 4.798 0.753
H32 2.767 4.231 0.220
H33 4.299 5.905 -1.224
H34 5.016 4.425 -1.796
H35 2.906 5.598 -3.030
H36 2.010 4.813 -1.762
H37 2.351 2.643 -2.590
H38 2.163 3.606 -4.024
H39 4.592 2.202 -3.064
H40 4.865 3.735 -3.875
H41 4.573 0.666 -5.972
H42 5.659 1.269 -4.720
H43 5.497 2.161 -6.242
H44 -0.660 -3.158 -0.732
H45 0.168 -3.763 0.746

No. 2
C22H45O16P | ωB97M-V/def2-TZVPD

Properties
**Total charge**: 0
**SMILES**: COCCC[C@H](OC=O)[PH2]=O.CCOC(=O)OC.CCOC(=O)OC.CCOC(=O)OC.CCOC(=O)OC
**Energy**: -65587.3641 eV

Element x y z (Å)
C1 -0.226 1.699 0.636
O1 0.836 1.069 -0.207
C2 0.219 0.974 -1.542
C3 1.157 0.247 -2.672
C4 0.364 -0.295 -3.998
C5 -0.969 0.562 -4.417
O2 -1.731 -0.307 -5.374
C6 -3.034 -0.579 -4.684
O3 -4.117 0.225 -4.851
P1 -0.599 2.223 -5.309
O4 -1.773 2.540 -6.364
H1 -0.837 0.889 1.264
H2 0.245 2.425 1.446
H3 -0.975 2.345 -0.011
H4 -0.087 2.039 -1.983
H5 -0.767 0.341 -1.427
H6 1.619 -0.720 -2.144
H7 2.070 0.947 -2.912
H8 0.110 -1.454 -3.941
H9 1.129 -0.192 -4.909
H10 -1.714 0.788 -3.543
H11 -3.184 -1.464 -3.915
H12 0.642 2.198 -6.057
H13 -0.504 3.303 -4.317
C7 -4.444 5.664 -2.268
C8 -4.004 4.593 -1.285
O5 -2.938 5.075 -0.458
C9 -3.311 5.857 0.585
O6 -4.457 6.170 0.875
O7 -2.191 6.253 1.238
C10 -2.438 7.145 2.322
H14 -3.588 6.040 -2.838
H15 -5.188 5.268 -2.965
H16 -4.881 6.521 -1.747
H17 -3.613 3.732 -1.837
H18 -4.841 4.233 -0.677
H19 -3.181 6.736 3.014
H20 -2.764 8.117 1.937
H21 -1.501 7.285 2.868
C11 -0.472 1.369 7.636
C12 0.019 0.085 6.993
O8 0.347 0.303 5.615
C13 1.559 0.865 5.382
O9 2.379 1.184 6.231
O10 1.696 1.033 4.044
C14 2.905 1.686 3.664
H22 -1.294 1.801 7.057
H23 -0.815 1.185 8.658
H24 0.322 2.122 7.670
H25 -0.782 -0.662 7.014
H26 0.870 -0.341 7.537
H27 3.779 1.187 4.095
H28 2.872 2.737 3.965
H29 2.988 1.640 2.574
C15 -1.969 -2.206 3.643
C16 -0.554 -1.739 3.354
O11 0.369 -2.830 3.459
C17 0.436 -3.650 2.381
O12 -0.206 -3.532 1.348
O13 1.321 -4.639 2.658
C18 1.434 -5.618 1.627
H30 -2.015 -2.722 4.608
H31 -2.661 -1.359 3.660
H32 -2.313 -2.917 2.886
H33 -0.256 -0.997 4.101
H34 -0.480 -1.256 2.373
H35 1.642 -5.154 0.658
H36 0.519 -6.217 1.581
H37 2.268 -6.280 1.877
C19 5.640 -5.294 -4.514
C20 5.123 -4.171 -3.634
O14 3.758 -3.869 -3.949
C21 2.833 -4.700 -3.407
O15 3.062 -5.656 -2.682
O16 1.608 -4.300 -3.830
C22 0.542 -5.137 -3.387
H38 5.480 -5.060 -5.572
H39 6.708 -5.460 -4.345
H40 5.110 -6.230 -4.313
H41 5.702 -3.261 -3.826
H42 5.237 -4.406 -2.569
H43 0.566 -5.272 -2.302
H44 0.591 -6.104 -3.899
H45 -0.402 -4.653 -3.652

No. 3
C22H46BF12MgN2O17S4 | ωB97M-V/def2-TZVPD

Properties
**2S+1**: 2
**Total charge**: -2
**Energy**: -143410.5381 eV
**⟨S²⟩**: 0.75

Element x y z (Å)
Mg1 2.110 -0.491 1.136
C1 4.094 -3.493 3.174
F1 2.947 -3.937 3.683
F2 5.071 -3.879 4.002
F3 4.260 -4.040 1.957
S1 4.197 -1.632 3.223
O1 4.795 -1.253 4.498
O2 5.025 -1.183 2.117
N1 2.486 -1.098 2.867
S2 1.946 -0.939 4.362
O3 2.341 -2.031 5.222
O4 2.100 0.401 4.968
C2 -0.011 -1.203 4.253
F4 -0.302 -2.260 3.451
F5 -0.360 -1.548 5.507
F6 -0.570 -0.088 3.875
C3 -1.350 -3.132 -5.727
F7 -0.408 -2.334 -5.394
F8 -2.066 -2.677 -6.693
F9 -0.727 -4.229 -6.164
S3 -2.532 -3.517 -4.208
O5 -3.663 -4.285 -4.756
O6 -1.756 -4.340 -3.242
N2 -3.106 -1.894 -3.683
S4 -2.141 -1.542 -2.476
O7 -0.722 -1.846 -2.663
O8 -2.381 -0.150 -2.187
C4 -2.890 -2.502 -0.996
F10 -3.970 -1.788 -0.695
F11 -3.143 -3.794 -1.294
F12 -2.036 -2.458 0.031
B1 0.301 -0.055 0.495
H1 0.414 0.051 1.563
H2 0.408 -1.116 0.331
H3 -0.635 0.295 0.088
H4 1.119 0.473 0.030
C5 2.173 2.362 2.195
O9 2.945 1.352 1.581
C6 3.620 1.860 0.459
C7 4.324 0.729 -0.290
O10 3.444 -0.370 -0.473
C8 3.980 -1.570 -1.015
C9 2.836 -2.582 -0.930
O11 2.219 -2.435 0.356
C10 1.274 -3.459 0.703
H5 2.776 3.255 2.364
H6 1.953 1.985 3.194
H7 1.262 2.721 1.716
H8 4.424 2.532 0.760
H9 2.916 2.296 -0.250
H10 5.241 0.419 0.211
H11 4.574 0.979 -1.321
H12 4.854 -1.820 -0.414
H13 4.317 -1.465 -2.046
H14 3.149 -3.621 -1.030
H15 2.141 -2.509 -1.767
H16 0.390 -3.473 0.065
H17 0.912 -3.369 1.727
H18 1.852 -4.380 0.635
C11 -3.429 5.574 -3.603
O12 -2.696 4.410 -3.213
C12 -1.780 4.585 -2.120
C13 -0.867 3.350 -1.854
O13 -0.023 2.920 -2.934
C14 0.654 1.669 -2.657
C15 1.722 1.496 -3.672
O14 2.912 2.279 -3.386
C16 4.030 2.155 -4.295
H19 -2.721 6.388 -3.448
H20 -4.298 5.824 -2.995
H21 -3.799 5.371 -4.608
H22 -2.324 4.667 -1.179
H23 -1.171 5.471 -2.299
H24 -1.477 2.545 -1.444
H25 -0.230 3.565 -0.996
H26 -0.083 0.868 -2.700
H27 1.157 1.731 -1.693
H28 1.446 1.837 -4.671
H29 2.010 0.445 -3.697
H30 4.373 1.131 -4.448
H31 4.883 2.754 -3.980
H32 3.937 2.642 -5.266
C17 -4.279 2.583 0.525
O15 -3.193 3.287 1.065
C18 -2.345 2.467 1.798
C19 -2.944 1.925 3.123
O16 -3.987 0.911 2.899
C20 -3.453 -0.338 2.573
C21 -4.369 -1.568 2.472
O17 -4.369 -2.401 3.666
C22 -3.205 -3.084 3.862
H33 -5.137 2.647 1.194
H34 -4.150 1.521 0.317
H35 -4.630 3.035 -0.403
H36 -1.489 3.084 2.074
H37 -1.801 1.821 1.109
H38 -3.478 2.727 3.633
H39 -2.214 1.584 3.856
H40 -2.559 -0.607 3.135
H41 -3.030 -0.161 1.585
H42 -4.036 -2.016 1.536
H43 -5.376 -1.169 2.344
H44 -3.419 -4.042 4.336
H45 -2.505 -2.477 4.436
H46 -2.681 -3.330 2.938

> Among the records above, which one has the lowest total charge?

C22H46BF12MgN2O17S4